No. 1
ORCA calculation (the ωB97M-V functional and the def2-TZVPD basis) on C19H21NO3 in the gas phase.

CARTESIAN COORDINATES (ANGSTROEM)
C -4.74 -0.15 -1.00
C -4.16 0.36 0.32
O -3.51 -0.63 1.09
C -2.33 -1.13 0.51
C -1.54 -1.88 1.59
C -0.28 -2.52 1.01
N 0.61 -1.54 0.44
C 0.68 -1.32 -0.89
O 0.16 -2.03 -1.73
C 1.49 -0.06 -1.27
C 0.67 1.12 -0.82
C -0.44 1.54 -1.53
C -1.24 2.56 -1.06
C -0.94 3.18 0.14
C 0.18 2.79 0.86
C 0.98 1.76 0.38
O 2.08 1.43 1.14
C 3.05 0.65 0.56
C 4.28 0.61 1.21
C 5.30 -0.16 0.69
C 5.11 -0.87 -0.49
C 3.88 -0.82 -1.13
C 2.84 -0.07 -0.61
H -5.34 0.63 -1.46
H -5.36 -1.02 -0.82
H -3.94 -0.43 -1.69
H -4.97 0.71 0.96
H -3.47 1.19 0.13
H -1.73 -0.30 0.11
H -2.55 -1.82 -0.32
H -1.27 -1.17 2.38
H -2.18 -2.65 2.02
H -0.55 -3.21 0.20
H 0.25 -3.07 1.79
H 1.00 -0.86 1.07
H 1.59 -0.07 -2.36
H -0.68 1.04 -2.46
H -2.11 2.87 -1.63
H -1.57 3.97 0.52
H 0.44 3.27 1.79
H 4.41 1.18 2.11
H 6.25 -0.20 1.19
H 5.91 -1.47 -0.90
H 3.72 -1.38 -2.04

Properties
- energy above the lowest of the compared OMol25 structures with the same formula, charge and spin (eV) = 0.726
- net charge = 0
- orbital gap (eV) = 9.32
- E_HOMO (eV) = -8.52
- LUMO (eV) = 0.8
- multiplicity = 1

***

No. 2
ORCA calculation (the ωB97M-V functional and the def2-TZVPD basis) on a molecular structure, C19H21NO5PSe2SnTe2.

CARTESIAN COORDINATES (ANGSTROEM)
Sn 1.67 1.01 0.12
O 2.66 -1.24 3.91
C 2.20 -0.99 2.70
O 1.66 0.05 2.40
C 2.45 -2.13 1.75
O 1.74 -1.90 0.55
C 2.47 -2.26 -0.62
C 3.45 -1.18 -1.05
O 4.15 -1.38 -2.02
O 3.41 -0.06 -0.36
H 2.51 -0.47 4.47
H 3.53 -2.20 1.59
H 2.12 -3.06 2.22
H 3.01 -3.21 -0.48
H 1.74 -2.40 -1.41
Se 1.52 4.81 -0.17
Te 3.25 6.26 0.54
Te 4.34 4.99 2.69
Se 3.22 2.90 2.82
C -1.05 -1.86 -1.02
P -0.94 -0.25 -0.16
C -2.07 0.82 -1.09
C -1.61 2.04 -1.57
C -2.46 2.87 -2.30
C -3.76 2.48 -2.54
C -4.23 1.26 -2.06
C -3.39 0.44 -1.33
C -1.75 -0.55 1.43
C -1.41 -1.69 2.16
C -1.96 -1.92 3.41
C -2.85 -1.00 3.95
C -3.18 0.14 3.24
C -2.64 0.37 1.99
H -2.07 -2.24 -0.99
H -0.38 -2.58 -0.56
H -0.75 -1.71 -2.06
H -0.59 2.35 -1.39
H -2.10 3.82 -2.67
H -4.43 3.12 -3.10
H -5.25 0.96 -2.24
H -3.77 -0.50 -0.94
H -0.72 -2.42 1.74
H -1.70 -2.81 3.96
H -3.28 -1.18 4.93
H -3.87 0.86 3.66
H -2.91 1.26 1.44
C 2.55 -0.03 -4.70
C 1.89 0.24 -3.43
N 1.43 0.46 -2.40
H 2.66 0.90 -5.26
H 1.97 -0.74 -5.27
H 3.53 -0.44 -4.47

Properties
- energy above the lowest of the compared OMol25 structures with the same formula, charge and spin (eV) = 0.471
- net charge = +1
- orbital gap (spin up / spin down) (eV) = 5.96 / 6.00
- E_HOMO (spin up / spin down) (eV) = -10.46 / -10.46
- LUMO (spin up / spin down) (eV) = -4.5 / -4.5
- multiplicity = 1

***

> Which formula does entry 2 have?

C19H21NO5PSe2SnTe2

***

> Which value of net charge does entry 1 give?

0